Record 1
ORCA calculation (wB97M-V/def2-TZVPD) on C3H5N5 in the gas phase.

Each line ends with the natural charge from an NBO analysis.
Cartesian coordinates (Å):
1 C -0.6903 1.0643 0.9084  -0.271
2 N 0.2203 1.8120 0.0128  -0.428
3 N 0.1324 1.0298 -1.3321  -0.423
4 C 0.2026 -0.3370 -0.8199  0.208
5 N 0.3931 -1.5378 -1.2407  -0.271
6 N 0.1565 -2.2139 -0.1573  -0.131
7 N -0.3151 -1.6319 0.8791  -0.209
8 C -0.1739 -0.3141 0.5317  -0.012
9 H -0.5761 1.2705 1.9785  0.228
10 H -1.7721 1.3065 0.4823  0.215
11 H 1.1776 1.5618 0.5573  0.320
12 H 0.9675 1.2827 -1.7659  0.364
13 H 0.2776 -3.2929 -0.0341  0.410

DFT total energy in Ha: -390.9674
Lowest unoccupied orbital energy in eV: 1.05
SMILES: C1NNc2n[nH]nc21
Orbital gap in eV: 10.33
Energy above the lowest of the compared OMol25 structures with the same formula, charge and spin in kcal per mole: 94.7
Charge: 0
Max |F| in hartree/bohr: 0.1211



Record 2
ORCA calculation (wB97M-V/def2-TZVPD) on C41H61BrGeN5O5Ti as an isolated structure.

Each line ends with the Löwdin charge.
Cartesian coordinates (Å):
1 Ti -0.4815 -0.3494 -0.2383  1.160
2 C -0.7400 3.3210 1.3395  -0.018
3 C -1.4732 2.1521 2.0100  -0.648
4 C -2.9178 2.5899 2.2758  -0.028
5 C -0.8046 1.8306 3.3520  -0.031
6 O -1.4667 0.9954 1.1650  -0.381
7 Ge -2.4541 -0.6167 1.8705  1.162
8 O -0.8406 -1.3851 2.3189  -0.350
9 C -0.4941 -2.0807 3.5140  -0.654
10 C -1.6612 -2.0828 4.5073  -0.065
11 C 0.7080 -1.3546 4.1342  -0.017
12 C -0.1244 -3.5400 3.1801  0.000
13 O -2.1026 -1.1850 -0.0889  -0.395
14 C -2.9568 -2.2017 -0.6336  -0.613
15 C -2.5775 -3.5583 -0.0453  -0.011
16 C -4.4129 -1.8798 -0.2860  -0.046
17 C -2.7737 -2.2333 -2.1567  0.010
18 H -0.5451 4.1064 2.0656  0.099
19 H -1.3479 3.7341 0.5435  0.059
20 H 0.1954 2.9907 0.9001  0.049
21 H -2.9306 3.5247 2.8265  0.100
22 H -3.4463 1.8358 2.8569  0.062
23 H -3.4290 2.7281 1.3292  0.063
24 H -0.7325 2.7265 3.9640  0.099
25 H 0.1852 1.4093 3.1853  0.067
26 H -1.4091 1.0987 3.8898  0.065
27 H -1.9907 -1.0639 4.7167  0.064
28 H -1.3610 -2.5504 5.4414  0.096
29 H -2.5030 -2.6320 4.0846  0.081
30 H 0.3946 -0.4224 4.5997  0.069
31 H 1.4338 -1.1443 3.3495  0.069
32 H 1.1813 -1.9760 4.8889  0.093
33 H -0.4808 -3.7968 2.1854  0.064
34 H -0.5733 -4.2197 3.9000  0.087
35 H 0.9531 -3.6842 3.1982  0.083
36 H -2.6053 -3.5184 1.0453  0.083
37 H -1.5716 -3.8221 -0.3567  0.065
38 H -3.2692 -4.3198 -0.3913  0.103
39 H -4.6073 -2.0732 0.7692  0.060
40 H -5.0841 -2.5002 -0.8735  0.102
41 H -4.6089 -0.8307 -0.4942  0.069
42 H -1.8143 -1.7756 -2.3905  0.052
43 H -3.5642 -1.6891 -2.6624  0.073
44 H -2.7695 -3.2564 -2.5228  0.097
45 C -4.6162 2.1128 -1.2738  -0.088
46 N -3.3686 1.5178 -1.7281  -0.162
47 C -3.6198 0.9320 -3.0417  -0.063
48 C -2.2409 2.3790 -1.7068  -0.188
49 C -2.3926 3.7680 -1.6503  -0.026
50 C -1.3160 4.6358 -1.7054  -0.075
51 C -0.0317 4.1336 -1.8217  -0.076
52 C 0.1498 2.7644 -1.8574  -0.053
53 C -0.9223 1.8679 -1.7762  -0.267
54 N -0.6092 0.4867 -1.9454  -0.042
55 C -0.3505 0.1643 -3.2795  -0.209
56 C -0.6561 1.0579 -4.3298  -0.024
57 C -0.5033 0.7176 -5.6589  -0.065
58 C -0.0523 -0.5423 -6.0094  -0.065
59 C 0.2667 -1.4336 -5.0036  -0.021
60 C 0.1464 -1.1008 -3.6606  -0.217
61 N 0.6188 -2.0033 -2.6420  -0.185
62 C 2.0639 -1.7851 -2.5334  -0.045
63 C 0.3535 -3.4115 -2.9724  -0.076
64 H -5.0424 2.8044 -2.0130  0.096
65 H -4.4783 2.6363 -0.3333  0.069
66 H -5.3438 1.3168 -1.1147  0.085
67 H -3.7952 1.7131 -3.7965  0.108
68 H -4.5208 0.3222 -2.9776  0.089
69 H -2.7890 0.3152 -3.3644  0.060
70 H -3.3821 4.1940 -1.6070  0.109
71 H -1.4908 5.7009 -1.6849  0.114
72 H 0.8087 4.8031 -1.9088  0.107
73 H 1.1399 2.3478 -2.0050  0.121
74 H -1.0309 2.0427 -4.0938  0.115
75 H -0.7543 1.4360 -6.4250  0.110
76 H 0.0713 -0.8282 -7.0412  0.108
77 H 0.6256 -2.4150 -5.2727  0.113
78 H 2.5484 -1.8460 -3.5195  0.107
79 H 2.5062 -2.5482 -1.8973  0.080
80 H 2.2584 -0.7968 -2.1038  0.095
81 H 1.0894 -3.8205 -3.6731  0.093
82 H -0.6362 -3.5117 -3.4118  0.087
83 H 0.3831 -4.0018 -2.0608  0.034
84 N 1.2541 0.9769 0.2858  0.192
85 C 2.1100 1.3925 0.9478  -0.209
86 N 3.0554 1.8100 1.7219  -0.083
87 C 4.4324 1.7192 1.2629  -0.119
88 C 4.8402 3.0062 0.5180  -0.149
89 C 3.8340 4.1309 0.7888  -0.185
90 C 3.4874 4.1789 2.2764  -0.149
91 C 2.8003 2.8667 2.6953  -0.115
92 H 4.5332 0.8442 0.6189  0.126
93 H 5.0549 1.5663 2.1474  0.132
94 H 4.8886 2.8234 -0.5560  0.112
95 H 5.8307 3.3157 0.8532  0.116
96 H 2.9208 3.9663 0.2057  0.106
97 H 4.2595 5.0841 0.4722  0.119
98 H 2.8181 5.0167 2.4697  0.115
99 H 4.3973 4.3385 2.8580  0.118
100 H 1.7230 3.0082 2.7696  0.099
101 H 3.1747 2.5296 3.6666  0.133
102 Br 2.2432 -5.6386 -0.5979  0.873
103 C 3.1738 -4.2975 0.3661  -0.569
104 C 4.4727 -4.5936 0.7565  -0.113
105 C 5.1911 -3.6789 1.5018  -0.061
106 C 4.6304 -2.4538 1.8242  -0.065
107 C 3.3630 -2.1371 1.3754  -0.027
108 C 2.6038 -3.0542 0.6566  -0.162
109 C 1.1945 -2.7076 0.2519  -0.561
110 O 0.3758 -3.5935 0.0957  -0.023
111 O 0.9184 -1.4559 0.0882  -0.163
112 H 4.9087 -5.5405 0.4748  0.103
113 H 6.1878 -3.9271 1.8290  0.112
114 H 5.1845 -1.7515 2.4266  0.104
115 H 2.9249 -1.1702 1.5826  0.091

DFT total energy in Ha: -7749.2283
Lowest unoccupied orbital energy in eV: -3.22
Orbital gap in eV: 7.11
Energy above the lowest of the compared OMol25 structures with the same formula, charge and spin in kcal per mole: 25.1
Charge: +1
Max |F| in hartree/bohr: 0.0525